--- A ---
An isolated molecule of CH3ClN2O2. Source: the OMol25 dataset; level of theory: ωB97M-V with the def2-TZVPD basis set.

Bonds (Å) are listed after each position.
Element x y z (Å)
1 C -1.29909 0.58881 0.11163  N3 1.293, H7 1.076, H8 1.073
2 N 1.07800 -1.72437 -0.64541  Cl6 1.555, H9 1.027
3 N -0.09995 1.06677 0.03282  C1 1.293, O4 1.357, O5 1.221
4 O 0.75394 0.57657 0.96623  N3 1.357, Cl6 1.936
5 O 0.33638 1.87343 -0.77291  N3 1.221
6 Cl 1.95006 -0.65201 0.06743  N2 1.555, O4 1.936
7 H -2.03373 0.92391 -0.59898  C1 1.076
8 H -1.53203 -0.16608 0.83741  C1 1.073
9 H 0.84642 -2.48703 0.00177  N2 1.027

Results
HOMO (spin up / spin down) ... -0.3362 / -0.3362 hartree

Here are the Löwdin charges for atoms 1 to 5, given in e: 0.087 -0.405 -0.502 -0.312 -0.019

***

--- B ---
An isolated molecule of CH3ClN2O2. Source: the OMol25 dataset; level of theory: ωB97M-V with the def2-TZVPD basis set.

Bonds (Å) are listed after each position.
Element x y z (Å)
1 C 1.08600 -0.19426 -0.19843  N2 1.377, H7 1.193, H8 1.127, H9 1.148
2 N -0.21842 -0.56884 -0.43311  C1 1.377, Cl3 1.737, N4 1.756
3 Cl -0.90088 -2.00347 0.26815  N2 1.737
4 N -1.21703 0.76699 0.11629  N2 1.756, O5 1.154, O6 1.146
5 O -0.58350 1.71498 0.29549  N4 1.154
6 O -2.30890 0.42056 0.16000  N4 1.146
7 H 1.13554 0.14356 0.94418  C1 1.193
8 H 1.80049 -1.05274 -0.34883  C1 1.127
9 H 1.20670 0.77323 -0.80374  C1 1.148

Results
Structure (SMILES) ... CN(Cl)[N+](=O)[O-]
HOMO ... -0.3461 hartree

Here are the Löwdin charges for atoms 1 to 5, given in e: -0.241 -0.523 0.612 -0.398 0.122

***

--- C ---
An isolated molecule of CH3ClN2O2. Source: the OMol25 dataset; level of theory: ωB97M-V with the def2-TZVPD basis set.

Bonds (Å) are listed after each position.
Element x y z (Å)
1 O -2.74790 -0.51026 -0.30591  N2 1.207
2 N -1.60055 -0.17008 -0.15104  O1 1.207, N3 1.283, H7 0.975
3 N -0.73764 -0.76167 0.59138  N2 1.283, C4 1.617
4 C 0.71071 -0.04916 0.50148  N3 1.617, O5 1.601, Cl6 1.773, H8 1.068
5 O 1.42292 1.20480 -0.19282  C4 1.601, H9 0.971
6 Cl 1.57518 -1.37820 -0.29132  C4 1.773
7 H -1.19054 0.61953 -0.54970  N2 0.975
8 H 1.04238 0.20501 1.48428  C4 1.068
9 H 1.52544 0.84003 -1.08634  O5 0.971

Results
Structure (SMILES) ... [O-]/[NH+]=N/[C@H](O)Cl
HOMO ... -0.3863 hartree

Here are the Löwdin charges for atoms 1 to 5, given in e: 0.024 -0.233 0.059 -0.582 -0.149

***

The least stable of them is A.

***

--- A ---
A cluster of 2 separate species, CH3ClN2O2 in total. Source: the OMol25 dataset; level of theory: ωB97M-V with the def2-TZVPD basis set.

Bonds (Å) are listed after each position.
Element x y z (Å)
1 C -0.00964 -0.07709 0.21571  N2 1.387, H7 1.076, H8 1.076, H9 1.009
2 N -0.73502 -0.54420 1.30187  C1 1.387, N3 1.307
3 N -1.38489 0.32421 2.03083  N2 1.307, O4 1.208, O5 1.168
4 O -2.00776 1.13703 1.38919  N3 1.208
5 O -1.47525 0.23459 3.19185  N3 1.168
6 Cl 1.26890 -1.17388 2.93530  no bonds
7 H -0.67087 -0.36979 -0.58173  C1 1.076
8 H 0.29745 0.95021 0.30124  C1 1.076
9 H 0.81863 -0.64544 0.12577  C1 1.009

Results
HOMO (spin up / spin down) ... -0.4209 / -0.4076 hartree

Here are the Löwdin charges for atoms 1 to 5, given in e: -0.113 0.045 -0.552 0.104 0.099

***

--- B ---
A cluster of 2 separate species, CH3ClN2O2 in total. Source: the OMol25 dataset; level of theory: ωB97M-V with the def2-TZVPD basis set.

Bonds (Å) are listed after each position.
Element x y z (Å)
1 C 0.24913 0.15797 -0.01187  N2 1.483, H7 1.154, H8 1.135, H9 1.170
2 N -0.48632 1.15052 0.80911  C1 1.483, N3 1.206
3 N -1.37936 0.72208 1.49642  N2 1.206, O4 1.174
4 O -1.92392 -0.31838 1.49520  N3 1.174
5 O -2.17779 1.86327 2.81505  Cl6 1.734
6 Cl -3.43568 1.60654 3.98100  O5 1.734
7 H -0.47931 -0.15248 -0.85106  C1 1.154
8 H 1.19151 0.72450 -0.29272  C1 1.135
9 H 0.39001 -0.79133 0.65817  C1 1.170

Results
HOMO (spin up / spin down) ... -0.3711 / -0.3716 hartree

Here are the Löwdin charges for atoms 1 to 5, given in e: -0.060 0.023 -0.221 0.071 -0.665

***

--- C ---
A cluster of 2 separate species, CH3ClN2O2 in total. Source: the OMol25 dataset; level of theory: ωB97M-V with the def2-TZVPD basis set.

Bonds (Å) are listed after each position.
Element x y z (Å)
1 C -0.89758 0.31963 -0.09822  Cl6 1.689, H7 1.074, H8 1.076
2 N 1.66624 -1.09301 0.03853  N3 1.268, O4 1.249, H9 1.040
3 N 1.39088 0.10849 0.33658  N2 1.268, O5 1.217
4 O 2.79997 -1.61352 -0.01248  N2 1.249
5 O 2.06119 1.12362 0.35663  N3 1.217
6 Cl -1.55241 -1.18160 0.31307  C1 1.689
7 H -1.05579 1.11941 0.60164  C1 1.074
8 H -0.80071 0.54419 -1.14649  C1 1.076
9 H 0.82853 -1.70890 0.04123  N2 1.040

Results
HOMO (spin up / spin down) ... -0.3348 / -0.3197 hartree

Here are the Löwdin charges for atoms 1 to 5, given in e: -0.445 -0.182 -0.157 -0.044 0.027

***

The least stable of them is B.

***

--- A ---
The ion C5H11N2 with charge +1. Source: the OMol25 dataset; level of theory: ωB97M-V with the def2-TZVPD basis set.

Bonds (Å) are listed after each position.
Element x y z (Å)
1 N 1.76647 1.20240 -0.24383  C2 1.301, H8 1.030, H9 1.023
2 C 0.76150 0.67315 0.39147  N1 1.301, C3 1.875, C7 1.464
3 C 0.79095 -1.18224 0.65869  C2 1.875, C4 1.480, H10 1.090, H11 1.045
4 C -0.06052 -1.48435 -0.51344  C3 1.480, N5 1.441, H12 1.090, H13 1.107
5 N -1.33816 -0.85379 -0.30062  C4 1.441, C6 1.362, H14 1.128
6 C -1.35578 0.48667 -0.54327  N5 1.362, C7 1.609, H15 1.164, H16 1.075
7 C -0.56037 1.25728 0.62361  C2 1.464, C6 1.609, H17 1.061, H18 1.116
8 H 2.61099 0.64030 -0.42423  N1 1.030
9 H 1.78321 2.21621 -0.37805  N1 1.023
10 H 0.26937 -1.23782 1.61448  C3 1.090
11 H 1.79058 -1.47742 0.73333  C3 1.045
12 H 0.40577 -1.00065 -1.37140  C4 1.090
13 H -0.17919 -2.58154 -0.59380  C4 1.107
14 H -1.79512 -1.25397 0.65001  N5 1.128
15 H -2.48340 0.77436 -0.58316  C6 1.164
16 H -0.99130 0.73152 -1.52440  C6 1.075
17 H -0.47756 2.31327 0.56988  C7 1.061
18 H -0.96195 1.08297 1.65054  C7 1.116

Results
Structure (SMILES) ... [NH2+]=C1CCNCC1
HOMO ... -0.4780 hartree
Net charge ... +1

Here are the Löwdin charges for atoms 1 to 5, given in e: 0.230 -0.120 0.016 -0.248 -0.114

***

--- B ---
The ion C5H11N2 with charge +1. Source: the OMol25 dataset; level of theory: ωB97M-V with the def2-TZVPD basis set.

Bonds (Å) are listed after each position.
Element x y z (Å)
1 C -0.32316 0.83418 3.16428  N2 1.214, H8 1.091, H9 1.088
2 N -0.31394 0.96522 1.95762  C1 1.214, C3 1.400
3 C 0.66840 0.47202 1.09017  N2 1.400, C4 1.588, H10 1.045, H11 1.060
4 C 0.16376 0.64941 -0.40532  C3 1.588, N5 1.437, H12 1.067, H13 1.089
5 N -0.26266 -0.39551 -1.29537  C4 1.437, C6 1.294, C7 1.428
6 C -1.34252 -1.04906 -1.01174  N5 1.294, H14 1.135, H15 1.059
7 C 0.60041 -0.82553 -2.34874  N5 1.428, H16 1.128, H17 1.201, H18 1.111
8 H 0.37265 0.43593 3.90487  C1 1.091
9 H -1.04587 1.36965 3.77564  C1 1.088
10 H 0.71013 -0.54003 1.34547  C3 1.045
11 H 1.60984 0.95846 1.11611  C3 1.060
12 H -0.57360 1.41962 -0.43838  C4 1.067
13 H 0.90666 1.30551 -0.85654  C4 1.089
14 H -1.78583 -1.83331 -1.70189  C6 1.135
15 H -1.87968 -0.87754 -0.11485  C6 1.059
16 H 1.12778 -1.76261 -2.00828  C7 1.128
17 H 0.05419 -1.03784 -3.39713  C7 1.201
18 H 1.31342 -0.08857 -2.77592  C7 1.111

Results
Structure (SMILES) ... C=NCC[N+](=C)C
HOMO ... -0.4766 hartree
Net charge ... +1

Here are the Löwdin charges for atoms 1 to 5, given in e: -0.046 -0.042 -0.168 -0.113 -0.158

***

The least stable of them is B.

***

--- A ---
The ion C5H11N2 with charge +1. Source: the OMol25 dataset; level of theory: ωB97M-V with the def2-TZVPD basis set.

Bonds (Å) are listed after each position.
Element x y z (Å)
1 C -0.43859 0.85838 0.30142  N6 1.407, N7 1.288
2 C 1.81578 0.18270 -0.23816  C3 1.522, N6 1.296, H8 1.092
3 C 3.18809 -0.17160 0.31611  C2 1.522, H9 1.085, H10 1.139, H11 1.147
4 C -2.66413 0.92085 -0.24386  N7 1.412, H12 1.137, H13 1.130, H14 1.169
5 C -1.41241 -1.27018 -0.29258  N7 1.474, H15 1.047, H16 1.117, H17 1.125
6 N 0.84363 0.36294 0.60011  C1 1.407, C2 1.296, H18 1.004
7 N -1.46847 0.18771 -0.08480  C1 1.288, C4 1.412, C5 1.474
8 H 1.61611 0.53876 -1.25120  C2 1.092
9 H 3.10738 -0.22054 1.39715  C3 1.085
10 H 3.99184 0.49200 -0.14339  C3 1.139
11 H 3.64799 -1.16664 -0.02169  C3 1.147
12 H -3.57284 0.42623 0.22886  C4 1.137
13 H -2.66647 1.91361 0.29507  C4 1.130
14 H -3.08159 1.14369 -1.31244  C4 1.169
15 H -0.77244 -1.59099 0.47210  C5 1.047
16 H -2.39678 -1.79785 -0.29341  C5 1.117
17 H -0.86051 -1.41529 -1.26204  C5 1.125
18 H 1.12343 0.60621 1.53276  N6 1.004

Results
HOMO (spin up / spin down) ... -0.4710 / -0.4710 hartree
Net charge ... +1

Here are the Löwdin charges for atoms 1 to 5, given in e: -0.013 -0.049 -0.026 -0.086 0.010

***

--- B ---
The ion C5H11N2 with charge +1. Source: the OMol25 dataset; level of theory: ωB97M-V with the def2-TZVPD basis set.

Bonds (Å) are listed after each position.
Element x y z (Å)
1 C -1.85671 1.40072 -0.74454  N2 1.262, H8 1.097, H9 1.087
2 N -0.85085 0.90648 -1.32563  C1 1.262, C3 1.431
3 C -0.47301 -0.44160 -1.02806  N2 1.431, C4 1.322, C5 1.510
4 C -0.54308 -1.36651 -1.96939  C3 1.322, H10 1.083, H11 1.078
5 C -0.12758 -0.76031 0.40742  C3 1.510, C6 1.518, H12 1.093, H13 1.085
6 C 0.48949 0.34977 1.23910  C5 1.518, N7 1.536, H14 1.086, H15 1.071
7 N 2.02269 0.29193 1.17367  C6 1.536, H16 1.022, H17 1.019, H18 1.021
8 H -2.50854 0.86816 -0.04170  C1 1.097
9 H -2.14833 2.42587 -0.96030  C1 1.087
10 H -0.23056 -2.38301 -1.76473  C4 1.083
11 H -0.91251 -1.13957 -2.95679  C4 1.078
12 H -1.00932 -1.09872 0.95831  C5 1.093
13 H 0.52334 -1.62835 0.38460  C5 1.085
14 H 0.25550 1.33377 0.84236  C6 1.086
15 H 0.25190 0.31387 2.28283  C6 1.071
16 H 2.37777 0.94960 1.87084  N7 1.022
17 H 2.40536 -0.62965 1.37790  N7 1.019
18 H 2.33446 0.60754 0.25411  N7 1.021

Results
Structure (SMILES) ... C=NC(=C)CC[NH3+]
HOMO ... -0.4620 hartree
Net charge ... +1

Here are the Löwdin charges for atoms 1 to 5, given in e: -0.017 0.024 -0.386 0.082 -0.140

***

--- C ---
The ion C5H11N2 with charge +1. Source: the OMol25 dataset; level of theory: ωB97M-V with the def2-TZVPD basis set.

Bonds (Å) are listed after each position.
Element x y z (Å)
1 C -1.69623 -1.19998 0.37477  N2 1.568, H8 1.075, H9 1.063, H10 1.076
2 N -0.86347 -0.14917 -0.43733  C1 1.568, C3 1.468, C4 1.523, H11 1.093
3 C -1.47350 1.18183 -0.32571  N2 1.468, H12 1.091, H13 1.012, H14 1.078
4 C 0.52559 -0.27770 0.17374  N2 1.523, C5 1.574, N7 1.448, H15 1.056
5 C 1.62481 0.84538 0.07823  C4 1.574, C6 1.547, N7 1.485, H16 1.070
6 C 2.72492 -0.22806 0.25028  C5 1.547, N7 1.526, H17 1.060, H18 1.027
7 N 1.60984 -0.36442 -0.78254  C4 1.448, C5 1.485, C6 1.526
8 H -1.76403 -0.86145 1.39312  C1 1.075
9 H -2.59776 -1.32780 -0.17305  C1 1.063
10 H -1.20484 -2.15618 0.32581  C1 1.076
11 H -0.82299 -0.36234 -1.50832  N2 1.093
12 H -1.92352 1.46629 -1.27804  C3 1.091
13 H -2.24423 1.27398 0.32413  C3 1.012
14 H -0.63422 1.85523 -0.25370  C3 1.078
15 H 0.56312 -0.70996 1.13667  C4 1.056
16 H 1.80942 1.83932 -0.27175  C5 1.070
17 H 3.68860 -0.09396 -0.17031  C6 1.060
18 H 2.67849 -0.73103 1.14399  C6 1.027

Results
Structure (SMILES) ... C[NH+](C)[C@@H]1[C@H]2CN21
HOMO ... -0.5276 hartree
Net charge ... +1

Here are the Löwdin charges for atoms 1 to 5, given in e: 0.057 -0.098 0.014 -0.210 -0.084

***

The least stable of them is C.